1.
# C37H81N10O11P

7 unconnected molecules or ions with the total composition C37H81N10O11P at a distorted geometry (the ωB97M-V functional and the def2-TZVPD basis, OMol25).

The value obtained for the HOMO-LUMO gap is 0.3022 Ha. As for the HOMO energy: -0.2820 hartree. The LUMO energy is 0.55 eV. For the maximum force, the calculation gives 0.0267 Eh/bohr. As for the total energy: -86397.840 eV. Its SMILES is CCCCO[C@@]1(OCCC)NC(=O)[C@@](N)(P(N)O)[C@]1(C)CCCCN(C)C(C)=O.CNC(C)=O.CNC(C)=O.CNC(C)=O.CNC(C)=O.CNC(C)=O.CNC(C)=O.

The geometry in ORCA input format:
```
! wB97M-V def2-TZVPD RIJCOSX def2/J DEFGRID3
* xyz 0 1
H -1.02689 -2.13604 4.89176
C 4.37875 0.77105 -4.71887
C -5.47474 1.26614 -4.16182
H 2.80406 4.81716 1.96980
C 1.52743 -3.22479 -1.56261
C -1.73817 -0.23562 4.26368
H 2.17002 -2.68004 -6.33293
H -9.91086 -1.78375 -0.09701
H -6.86221 -0.45297 0.69189
C 0.69809 -0.96365 4.46280
H -0.60412 -1.19266 -2.16453
H 2.01340 -4.40299 1.31760
C 1.72454 -3.43870 0.88505
H 3.59421 -3.35550 -7.14238
C -4.28947 7.03700 4.19155
H 1.41167 -1.70434 4.09846
O -1.94136 0.41257 -0.08394
H 3.49765 0.82884 -4.07764
C 5.54421 1.64254 1.66816
H 2.53604 2.73810 -0.77732
H -3.05742 -3.51118 1.93010
H 2.22582 1.80171 2.81986
H -3.26661 2.84665 -3.03965
H -2.65337 5.79330 2.10154
C 0.42857 1.00833 0.15585
H -1.64752 2.21829 -3.34124
H 6.03052 -5.40618 -5.89048
H 2.37920 -1.23088 -1.58743
H 4.42059 -5.45539 -6.61693
H -5.22845 7.34040 3.72452
H -4.20902 -3.29357 0.64985
C 0.22749 -4.85137 -0.36911
H -2.74782 -0.65103 4.24810
H 4.79104 1.76798 -4.83644
H 2.58934 -3.50673 -1.49993
O -0.96733 -4.95471 -0.33522
H 2.50192 0.81365 0.66399
C -1.63943 0.82594 3.14715
H 5.07668 -1.08435 -3.98210
H 8.15468 1.61560 -3.61205
H -5.87164 -0.68239 2.13974
H -4.21249 7.53022 5.16252
H 1.45540 0.24855 1.94946
O 3.89705 0.61434 3.06358
N 1.58283 3.03782 -0.91869
O 7.34731 -0.72245 -3.28576
O -2.40660 -0.12601 -2.85424
H 6.53019 1.19714 1.52988
H -4.95823 5.15813 4.91251
C -9.62636 -1.41931 0.89209
C -2.23737 5.28553 2.97356
H 1.58785 2.92413 3.84472
C -2.49719 -1.92905 0.54567
H 1.53120 4.04005 -1.02509
H -1.56435 0.24091 5.22977
H -1.14231 1.72773 3.50008
H -9.16826 -0.44241 0.78036
H -2.40284 2.43540 0.72534
O -0.96086 0.26485 2.02396
H 1.42297 0.73228 -1.72865
C -6.88438 -0.71228 1.75144
H -3.46944 7.37441 3.56714
H -3.34397 -0.11840 1.38747
H -2.34174 -2.35283 -0.44378
O -6.78075 -2.99347 2.47199
C 1.56570 0.28552 0.87370
N 5.35994 -0.12626 -4.14174
H -2.79866 2.35105 -4.68231
C 1.12227 -6.07445 -0.51261
N 5.62366 1.57479 4.12062
H 4.96749 -4.39507 -3.87307
N 0.86934 -3.57230 -0.29355
N 1.42675 2.41300 2.98502
H 0.81377 -0.94042 5.54973
H 5.17188 1.26836 4.96828
C -3.54481 -2.74881 1.32062
O -1.19439 3.78155 -0.88425
H -5.84567 0.86004 -5.10512
H -0.81159 -1.90034 3.18231
H -6.31496 1.35115 -3.46953
H -7.48801 0.02322 2.28491
H 2.34800 -4.43507 -6.48316
H 1.49008 -1.68007 -3.01163
N -4.24628 5.59774 4.35106
H 0.93422 0.01911 4.05916
C 2.88381 -3.49817 -6.32720
H 0.89677 -6.75927 0.30409
H -3.74557 -0.43253 -0.28625
C -0.74298 -1.39004 4.14150
H -0.11225 -1.39181 -0.48976
H -4.13218 -2.13446 2.00276
C 0.19294 -1.00605 -1.45852
C -3.34424 4.71879 3.83034
O -3.44900 3.52446 4.05995
O 2.65999 4.10410 1.33738
H 4.06345 0.40541 -5.69774
H -1.55374 -1.99623 1.08608
H 6.52247 2.26708 -3.38826
H -1.60092 4.47507 2.63177
C 6.63272 0.14596 -3.76432
H -1.63157 5.98964 3.54597
H 1.11722 -3.83125 -2.37394
C -0.99940 0.95154 0.83343
H 1.69744 -0.73216 0.51675
N -4.44862 0.40609 -3.60952
P 1.11880 3.52106 1.73326
C 1.46562 -1.72714 -1.92448
C -2.69221 2.12405 -3.61994
C 4.95050 1.23248 2.99367
C -0.72578 3.04375 -0.05990
N -8.70719 -2.34208 1.52591
O 3.33683 -2.67612 -4.12591
N 4.53137 -4.45460 -4.78064
C 7.12764 1.56233 -3.95994
C -7.43364 -2.10687 1.95306
H 4.88700 1.29312 0.87770
H -9.01532 -3.28781 1.68702
H 4.79086 -6.48437 -5.22950
H 0.92759 -6.56478 -1.46460
H -4.69018 -0.54788 -3.39189
H 7.62345 1.68678 4.73578
C 6.87435 2.29960 4.23203
C 0.44220 0.52385 -1.30548
H -2.65514 1.12604 2.88384
C 0.70232 2.56497 0.11927
H 2.17790 -5.80881 -0.47054
H 7.09565 1.84259 -5.01342
H 5.62678 2.72797 1.60145
H 6.73144 3.21477 4.80887
C -2.92668 -0.47396 0.44074
C -3.14921 0.71483 -3.32868
H 2.61493 -2.85999 0.63958
H 7.24908 2.56531 3.24956
N -1.41603 2.38105 0.97560
H -5.07913 2.25920 -4.34568
H -10.53169 -1.31044 1.49241
H -0.30704 1.04188 -1.90265
C 4.96478 -5.50605 -5.68003
C 3.59240 -3.50039 -4.99367
H 1.19553 -2.88492 1.66715
*
```

***

2.
# C4H6NO2

A gas-phase ion, C4H6NO2 (charge +1) at a distorted geometry (the ωB97M-V functional and the def2-TZVPD basis, OMol25).

The value obtained for the HOMO-LUMO gap is 0.3787 Ha. As for the HOMO energy: -0.5530 hartree. The LUMO energy is -4.74 eV. For the maximum force, the calculation gives 0.1052 Eh/bohr. As for the total energy: -9818.485 eV. Its SMILES is CO[n+]1ccco1.

The geometry in ORCA input format:
```
! wB97M-V def2-TZVPD RIJCOSX def2/J DEFGRID3
* xyz 1 1
H 1.05313 -2.15775 -0.93398
C 1.09848 -1.32358 -0.30309
N 0.18714 -0.40083 -0.26497
H -1.77950 1.27035 -1.96438
H -0.73511 1.86510 -0.58606
H 2.70964 -1.62822 1.22396
O 0.15104 0.31872 0.88940
C 1.22504 -0.11463 1.54583
H 1.69375 0.32574 2.35179
C -1.47239 1.03036 -1.03936
H -2.31687 1.01179 -0.36451
O -0.79819 -0.27062 -1.10482
C 1.88161 -1.11533 0.85745
*
```

***

3.
# C4H13N4O

2 unconnected molecules or ions with the total composition C4H13N4O at a distorted geometry (the ωB97M-V functional and the def2-TZVPD basis, OMol25).

The value obtained for the HOMO-LUMO gap is 0.3958 Ha. As for the HOMO energy: -0.4899 hartree. The LUMO energy is -2.56 eV. For the maximum force, the calculation gives 0.0328 Eh/bohr. As for the total energy: -12362.469 eV.

The geometry in ORCA input format:
```
! wB97M-V def2-TZVPD RIJCOSX def2/J DEFGRID3
* xyz 1 1
H -0.67945 -3.74379 -2.78951
H -3.37061 -1.38160 -1.82945
H -0.85420 -4.04895 -1.11187
C -0.56402 -3.27039 -1.81963
H 1.14213 0.69055 2.77937
O -1.20307 -1.23291 -0.81627
N 0.77602 0.49861 1.86284
H -0.18474 0.12239 -0.34131
C 0.88623 1.32609 0.82507
H 1.25202 3.18216 0.20363
H -3.08878 -2.82759 -2.74484
H 1.21575 2.70253 3.07933
H 0.51666 1.48117 -1.13445
N 0.57233 0.81643 -0.37960
N 1.39231 2.54050 0.96862
C -1.52455 -2.15385 -1.57725
H 0.66026 -0.48500 1.66903
C 1.62631 3.24599 2.22029
N -2.74775 -2.11110 -2.12939
H 1.09039 4.17281 2.25018
H 0.42531 -2.88979 -1.62619
H 2.66144 3.36574 2.44141
*
```

***

4.
# C3H10N2O

2 unconnected molecules or ions with the total composition C3H10N2O at a distorted geometry (the ωB97M-V functional and the def2-TZVPD basis, OMol25).

The value obtained for the HOMO-LUMO gap (alpha / beta) is 0.1048 / 0.3537 Ha. As for the HOMO energy (alpha / beta): 0.0480 / -0.1986 hartree. The LUMO energy (alpha / beta) is 4.16 / 4.22 eV. For the maximum force, the calculation gives 0.0423 Eh/bohr. As for the total energy: -8299.226 eV. As for the expectation value of S²: 0.751.

The geometry in ORCA input format:
```
! wB97M-V def2-TZVPD RIJCOSX def2/J DEFGRID3
* xyz -1 2
H -2.86915 -0.05289 1.16574
H 1.83785 -0.99825 -1.26108
O 2.07081 -1.84071 -0.85671
C 0.13214 0.74878 -0.69547
H 2.94141 -1.79573 -0.45330
H 1.02243 1.45880 -2.21895
H -0.57685 -0.55511 2.16511
C -2.16720 0.68610 1.55776
N -0.38201 -0.25050 0.11982
H -2.38886 1.68014 1.14371
N 0.74386 0.57423 -1.80358
H 0.24234 -1.04383 0.06909
H -2.46816 0.82812 2.61003
H 0.00173 1.08382 1.66752
C -0.72309 0.28527 1.49092
H -0.31929 1.72969 -0.51401
*
```

***

5.
# C14H30N4O11PS

4 unconnected molecules or ions with the total composition C14H30N4O11PS at a distorted geometry (the ωB97M-V functional and the def2-TZVPD basis, OMol25).

The value obtained for the HOMO-LUMO gap is 0.3286 Ha. As for the HOMO energy: -0.4472 hartree. The LUMO energy is -3.23 eV. For the maximum force, the calculation gives 0.0646 Eh/bohr. As for the total energy: -63608.087 eV.

The geometry in ORCA input format:
```
! wB97M-V def2-TZVPD RIJCOSX def2/J DEFGRID3
* xyz 1 1
H -1.55462 -0.58663 1.04996
C 1.28844 4.63792 1.88802
C 2.65505 5.09946 3.41930
O 1.38592 -3.72190 -6.58554
P -0.47550 3.68174 0.00265
H 1.34959 -3.19096 -3.99197
C 2.76353 -0.08889 -1.16321
H -0.27240 -2.17826 -5.60557
O -1.85903 4.41343 -0.10565
H -3.94346 -4.15744 6.64715
H -3.55550 -4.10348 4.20467
O 1.61400 -1.51316 -6.16391
H 2.60063 -4.11800 -8.77703
O 1.38268 -0.44161 -1.38008
C 0.52072 0.02006 -0.49959
H -2.42232 -3.01590 4.99547
N 2.52025 3.78145 3.44362
S 0.28128 3.20556 -1.66517
C -3.88087 1.28398 3.56975
O -4.21177 -0.08062 3.38061
O 0.76912 0.73262 0.45650
H 4.46484 -0.73766 -0.02544
O -2.92621 -0.58100 5.16431
C 0.55294 -1.59481 -5.20064
H 2.84006 0.97059 -0.92412
H 0.33239 5.78866 0.58892
H 2.94341 -0.77934 0.87439
C -1.67285 -0.02449 0.12481
H 0.23881 -2.11266 -3.13733
O -3.98308 -2.15085 3.92706
H -4.27154 1.81059 2.70292
H 3.25109 -0.24832 -2.12171
H -2.64328 -0.24649 -0.30637
O 2.93216 -2.43039 -7.60027
H 0.20404 -0.57166 -5.07421
H -2.79335 1.34781 3.57802
C 1.92415 -2.66173 -6.76369
C 1.03247 -2.15437 -3.88020
H 1.88467 -1.58567 -3.51818
N 1.93134 5.64797 2.48143
H 3.27206 -2.00918 -0.34137
H -4.18243 -2.40685 6.67092
H 2.95182 3.10875 4.05506
H 3.29827 5.60815 4.10881
H -1.60736 1.04094 0.31823
H -2.57716 3.81151 0.13077
H -0.11589 1.77167 0.88508
H -5.34070 -3.43395 5.83168
H 1.35026 2.52735 2.26165
H -4.30622 1.71873 4.47173
O -0.69373 -0.41009 -0.83152
C 3.41359 -3.59343 -8.28234
N 0.43637 4.82590 0.87477
H 4.12325 -3.23737 -9.02183
C -4.28355 -3.30409 6.06227
O -0.77743 2.48569 0.98696
H 3.91640 -4.25929 -7.58370
C -3.47707 -3.19003 4.78877
C 3.40011 -0.95460 -0.09905
C -3.63695 -0.91675 4.25289
N 1.63859 3.47138 2.45056
*
```

***

Q: Among the records above, which one has the highest maximum force?
A: C4H6NO2

***

Q: Which value of maximum force does entry 4 give?
A: 0.0423 Eh/bohr

***

Q: Which of these has the highest maximum force?
A: C4H6NO2

***

Q: Look up the maximum force of the fifth one.
A: 0.0646 Eh/bohr